{
  "formula": "C46H45BN9O4ScTe",
  "method": "the ωB97M-V functional and the def2-TZVPD basis",
  "lumo_ha": [-0.082, -0.084],
  "spin_multiplicity": 2,
  "homo_ev": [-8.062, -10.247],
  "total_charge": 1,
  "homo_lumo_gap_ev": [5.82, 7.96],
  "elements": ["Sc", "C", "N", "C", "N", "C", "N", "C", "C", "C", "C", "C", "C", "C", "N", "N", "C", "O", "C", "C", "C", "C", "C", "C", "N", "C", "N", "C", "N", "C", "H", "H", "H", "H", "H", "H", "H", "H", "H", "H", "H", "H", "H", "H", "H", "H", "O", "B", "O", "C", "C", "C", "C", "C", "C", "H", "H", "H", "H", "C", "C", "O", "N", "Te", "C", "C", "C", "C", "C", "C", "C", "C", "C", "C", "C", "C", "C", "C", "C", "C", "C", "C", "H", "H", "H", "H", "H", "H", "H", "H", "H", "H", "H", "H", "H", "H", "H", "H", "H", "H", "H", "H", "H", "H", "H", "H", "H"],
  "xyz": [[0.96761, 1.45960, -0.15713], [-0.27072, 3.29328, 5.05526], [0.31259, 2.47935, 3.99874], [0.13692, 2.56765, 2.68830], [0.89128, 1.65284, 2.08096], [1.51373, 1.01931, 3.11749], [1.19377, 1.49498, 4.28952], [-1.78052, 3.30315, 5.04506], [-2.43608, 4.42026, 5.55051], [-3.81901, 4.43900, 5.64905], [-4.55989, 3.34813, 5.23071], [-3.90859, 2.23647, 4.70450], [-2.52115, 2.21159, 4.61438], [-4.71622, 1.09596, 4.27239], [-5.90743, 0.79279, 4.64906], [-6.26168, -0.35077, 3.94544], [-5.25106, -0.65400, 3.21062], [-4.20764, 0.20283, 3.38191], [-5.13794, -1.74668, 2.24669], [-6.10381, -2.74735, 2.23516], [-6.02917, -3.75375, 1.28757], [-5.00610, -3.76033, 0.35109], [-4.03740, -2.76302, 0.36242], [-2.92492, -2.79917, -0.66447], [-2.24123, -1.52551, -0.77319], [-1.09849, -1.15212, -0.21402], [-0.89051, 0.14062, -0.43445], [-1.99089, 0.50929, -1.15280], [-2.82913, -0.46928, -1.37761], [-4.10359, -1.75955, 1.31633], [0.11515, 4.30889, 4.96277], [0.11465, 2.87061, 5.98274], [-0.51615, 3.26993, 2.19161], [2.22303, 0.21624, 2.98659], [-1.86156, 5.27881, 5.87593], [-4.31949, 5.31038, 6.04786], [-5.63881, 3.34484, 5.29658], [-2.02920, 1.32831, 4.22592], [-6.90533, -2.71818, 2.95995], [-6.77855, -4.53280, 1.27074], [-4.96762, -4.54204, -0.39783], [-3.31493, -3.04740, -1.65106], [-2.16781, -3.54230, -0.40658], [-0.45763, -1.82503, 0.33349], [-2.14529, 1.51686, -1.50324], [-3.37613, -0.95888, 1.33350], [0.20033, 4.70122, -1.69627], [0.07765, 3.56047, -0.89047], [-1.06363, 3.76973, -0.02775], [-1.58013, 5.00518, -0.35278], [-2.66990, 5.65304, 0.18210], [-2.96697, 6.91214, -0.34061], [-2.19449, 7.47399, -1.35127], [-1.09362, 6.80351, -1.88293], [-0.81156, 5.56307, -1.35821], [-3.26795, 5.20460, 0.96421], [-3.81563, 7.45954, 0.04593], [-2.45309, 8.45136, -1.73478], [-0.48805, 7.23167, -2.66908], [4.18720, 2.08415, 0.49704], [3.81022, 0.65485, 0.20891], [4.30591, -0.27925, 0.86083], [2.90497, 0.43946, -0.77879], [2.66958, -1.56025, -0.73250], [4.45023, -2.35515, -1.53258], [4.97830, -1.96380, -2.76301], [4.37778, -0.88696, -3.61742], [6.14313, -2.59158, -3.19476], [6.77825, -3.56920, -2.44165], [8.03864, -4.22552, -2.92181], [6.22827, -3.91700, -1.21239], [5.07066, -3.32187, -0.73314], [4.54107, -3.72160, 0.61810], [1.28672, -1.89489, -2.31725], [0.66761, -0.93265, -3.12534], [1.07662, 0.51138, -3.21972], [-0.41120, -1.32656, -3.90967], [-0.89841, -2.62706, -3.91570], [-2.10063, -2.99007, -4.73462], [-0.24156, -3.56789, -3.13480], [0.83946, -3.22392, -2.33051], [1.49439, -4.31045, -1.51229], [5.22653, 2.22902, 0.20197], [4.12581, 2.26832, 1.56932], [3.57274, 2.79992, -0.05203], [4.28470, 0.04348, -3.05881], [3.39065, -1.17053, -3.98394], [5.01142, -0.69595, -4.48065], [6.56603, -2.29877, -4.14800], [8.27852, -3.92714, -3.94039], [7.94334, -5.31128, -2.89409], [8.87938, -3.95525, -2.28174], [6.71786, -4.66926, -0.60537], [5.19604, -4.46001, 1.07547], [3.54582, -4.16894, 0.54952], [4.48690, -2.85894, 1.28494], [2.13019, 0.67412, -3.03258], [0.50266, 1.15111, -2.53127], [0.84112, 0.89442, -4.21174], [-0.88844, -0.58257, -4.53738], [-2.06201, -2.52240, -5.71725], [-3.01196, -2.63622, -4.24600], [-2.18117, -4.06760, -4.86818], [-0.57014, -4.60090, -3.15513], [1.05670, -5.27758, -1.75191], [1.36379, -4.15605, -0.43646], [2.56635, -4.37853, -1.71173]],
  "forces_ev_per_a": [[0.22, 0.08, -0.45], [-0.01, 0.05, 0.07], [0.07, -0.07, -0.10], [0.00, 0.05, -0.09], [-0.10, 0.02, 0.24], [0.15, -0.05, -0.04], [-0.04, -0.04, 0.07], [0.00, 0.05, 0.03], [0.00, -0.04, -0.02], [0.00, 0.00, 0.01], [0.00, 0.00, -0.02], [-0.04, -0.03, 0.00], [0.01, -0.01, 0.00], [0.13, -0.10, 0.20], [-0.06, 0.00, -0.17], [0.04, 0.07, 0.01], [0.06, -0.09, 0.10], [-0.16, 0.14, -0.15], [-0.01, -0.01, 0.00], [0.01, 0.02, 0.01], [0.01, -0.01, -0.01], [0.04, 0.04, 0.01], [0.01, -0.01, 0.01], [-0.04, -0.03, 0.01], [0.05, 0.10, -0.02], [-0.02, 0.01, 0.00], [0.00, -0.18, 0.09], [-0.06, 0.11, -0.08], [0.00, -0.03, 0.01], [-0.02, -0.01, 0.02], [-0.01, -0.01, 0.03], [-0.01, 0.01, -0.02], [-0.01, 0.01, -0.02], [0.00, 0.01, 0.01], [0.01, 0.01, 0.00], [0.00, 0.01, 0.00], [-0.01, 0.00, 0.00], [0.01, -0.01, -0.01], [-0.01, 0.00, 0.00], [-0.01, -0.01, 0.00], [0.00, -0.02, -0.02], [0.00, 0.00, 0.01], [-0.02, -0.01, 0.00], [0.00, 0.00, 0.01], [-0.02, 0.01, 0.00], [0.01, 0.01, 0.00], [0.05, -0.12, -0.02], [-0.11, -0.01, 0.16], [0.06, 0.04, -0.13], [-0.02, -0.01, 0.06], [-0.01, 0.05, -0.02], [0.01, -0.02, 0.00], [0.00, -0.02, 0.01], [-0.03, 0.02, 0.01], [-0.02, 0.02, 0.00], [-0.01, -0.01, 0.01], [-0.01, 0.01, 0.00], [0.00, 0.01, 0.00], [0.01, 0.00, -0.01], [-0.07, 0.05, -0.04], [0.03, -0.22, 0.15], [0.04, -0.02, -0.02], [-0.18, -0.02, 0.09], [0.11, 0.17, -0.04], [-0.05, 0.02, -0.02], [0.09, -0.01, -0.04], [-0.03, 0.00, -0.03], [-0.02, -0.02, 0.06], [-0.06, 0.04, 0.02], [0.01, -0.02, -0.03], [-0.02, 0.01, -0.01], [0.05, -0.09, 0.03], [0.01, -0.02, 0.02], [0.02, 0.08, 0.07], [0.00, 0.08, -0.06], [0.02, 0.03, 0.05], [-0.04, -0.07, 0.04], [0.09, 0.04, 0.05], [-0.03, -0.02, -0.01], [0.01, 0.02, 0.00], [-0.01, -0.13, -0.02], [-0.02, -0.01, -0.02], [0.00, 0.01, -0.02], [0.00, -0.01, -0.01], [0.02, 0.02, 0.02], [-0.05, 0.05, 0.02], [-0.05, 0.00, 0.00], [-0.01, 0.00, -0.02], [0.01, 0.01, -0.02], [0.01, 0.00, -0.01], [0.01, -0.01, 0.00], [0.01, 0.00, 0.01], [0.01, -0.01, 0.02], [0.00, 0.01, 0.01], [0.03, 0.00, 0.03], [0.00, 0.01, 0.01], [0.06, 0.00, 0.02], [-0.03, 0.00, -0.07], [-0.01, 0.02, 0.00], [-0.01, 0.02, -0.01], [0.00, 0.00, -0.02], [-0.01, 0.00, -0.02], [-0.01, 0.00, 0.00], [-0.01, -0.01, 0.01], [0.01, 0.00, 0.01], [-0.02, 0.00, 0.01], [0.00, -0.01, -0.01]],
  "lowdin_spin": [0.767, 0.000, 0.001, 0.003, 0.010, 0.001, 0.001, 0.000, 0.000, 0.000, 0.000, 0.000, 0.000, 0.000, 0.000, 0.000, 0.000, 0.000, 0.000, 0.000, 0.000, 0.000, 0.000, 0.000, 0.000, 0.008, 0.028, 0.008, 0.004, 0.000, 0.000, 0.000, 0.001, 0.000, 0.000, 0.000, 0.000, 0.000, 0.000, 0.000, 0.000, 0.000, 0.000, 0.001, 0.003, 0.000, 0.007, 0.037, 0.017, -0.001, 0.001, 0.001, 0.002, 0.001, 0.000, 0.000, 0.000, 0.000, 0.000, 0.002, 0.007, 0.007, 0.022, 0.017, 0.013, 0.001, 0.000, 0.001, 0.000, 0.000, 0.000, 0.001, 0.000, 0.004, 0.003, 0.006, 0.001, 0.001, 0.000, 0.002, 0.001, 0.000, 0.000, 0.001, 0.001, 0.000, 0.000, 0.000, 0.000, 0.000, 0.000, 0.000, 0.000, 0.000, 0.000, 0.000, 0.000, 0.007, 0.000, 0.000, 0.000, 0.000, 0.000, 0.000, 0.000, 0.000, 0.000]
}



{
  "formula": "C46H46F3N3O5S5SiTl",
  "method": "the ωB97M-V functional and the def2-TZVPD basis",
  "lumo_ha": -0.123,
  "spin_multiplicity": 1,
  "homo_ev": -10.099,
  "total_charge": 1,
  "homo_lumo_gap_ev": 6.76,
  "elements": ["Tl", "S", "C", "C", "C", "C", "C", "C", "N", "C", "C", "C", "C", "C", "C", "C", "C", "N", "C", "C", "C", "C", "C", "S", "C", "H", "H", "H", "H", "H", "H", "H", "H", "H", "H", "H", "H", "C", "Si", "C", "C", "N", "C", "C", "C", "C", "C", "C", "H", "H", "H", "H", "H", "H", "H", "H", "H", "H", "H", "H", "H", "H", "C", "S", "C", "O", "H", "H", "H", "H", "H", "H", "F", "C", "F", "F", "S", "O", "O", "O", "O", "S", "C", "C", "C", "C", "C", "C", "C", "C", "C", "C", "C", "C", "C", "C", "H", "H", "H", "H", "H", "H", "H", "H", "H", "H", "H", "H", "H", "H"],
  "xyz": [[-0.34316, 0.74596, -1.14994], [-3.33856, 2.26006, 4.08022], [-3.85250, 2.03303, 5.68632], [-2.87502, 1.48809, 6.46522], [-1.68195, 1.26138, 5.73746], [-1.77725, 1.63814, 4.42258], [-0.70691, 1.52431, 3.42183], [-0.96013, 1.37822, 2.04238], [-0.00119, 1.19686, 1.14703], [1.29001, 1.17749, 1.55481], [1.64216, 1.36958, 2.89307], [3.02728, 1.36017, 3.28487], [3.99927, 1.12587, 2.38407], [3.67078, 0.86761, 1.00854], [4.63859, 0.56004, 0.04140], [4.26984, 0.26267, -1.25349], [2.89166, 0.27447, -1.53822], [1.97706, 0.60044, -0.65123], [2.33386, 0.89436, 0.60461], [5.24412, -0.04519, -2.30388], [6.59218, 0.19013, -2.28567], [7.23859, -0.21586, -3.47937], [6.36713, -0.74812, -4.38182], [4.76946, -0.75454, -3.79473], [0.61173, 1.53869, 3.82157], [-4.85389, 2.31074, 5.97438], [-3.00365, 1.25281, 7.51138], [-0.79620, 0.81467, 6.16849], [-1.97727, 1.40805, 1.67123], [3.26606, 1.53587, 4.32595], [5.03986, 1.10660, 2.68180], [5.68106, 0.53127, 0.33459], [2.53411, 0.00527, -2.52401], [7.10910, 0.65061, -1.45517], [8.29798, -0.11248, -3.66077], [6.58322, -1.13856, -5.36331], [0.86343, 1.69664, 4.86310], [-2.46271, -1.06739, -3.11800], [-1.18755, -0.30329, -4.20778], [-2.00066, 0.69838, -5.54782], [-0.19892, -1.74116, -4.87597], [-0.22692, 0.88857, -3.24908], [0.93260, 1.50710, -3.81376], [1.73767, 2.43247, -3.13982], [2.81894, 3.04701, -3.75664], [3.12552, 2.79266, -5.08302], [2.32705, 1.90142, -5.77723], [1.26201, 1.26447, -5.15464], [-3.08243, -1.73595, -3.72197], [-3.13052, -0.34077, -2.66923], [-2.00980, -1.66979, -2.32883], [-2.42639, 0.06896, -6.33385], [-1.29778, 1.38866, -6.01873], [-2.81592, 1.28260, -5.11285], [-0.90610, -2.40682, -5.38116], [0.23328, -2.30355, -4.04260], [0.59909, -1.52210, -5.58048], [1.52812, 2.67665, -2.11203], [3.42132, 3.74411, -3.18568], [3.96355, 3.27958, -5.56311], [2.52922, 1.68790, -6.81951], [0.66081, 0.59240, -5.74335], [-0.83853, 4.53604, -3.06132], [-0.87166, 4.48839, -1.27926], [-2.62292, 4.27251, -1.08925], [-0.22052, 3.17414, -0.87308], [-1.44632, 5.38086, -3.38576], [-1.22968, 3.59305, -3.44871], [0.19185, 4.67519, -3.37839], [-3.12763, 5.11841, -1.55467], [-2.85214, 4.24025, -0.02595], [-2.90128, 3.33650, -1.56475], [-4.83010, 1.69431, -2.23703], [-5.12936, 1.57233, -0.93785], [-6.31686, 0.99902, -0.81866], [-5.18702, 2.79563, -0.40176], [-3.86656, 0.54162, -0.07832], [-4.01034, 0.85227, 1.31835], [-4.15373, -0.79719, -0.49770], [-2.58896, 1.08750, -0.63782], [0.02434, -1.52353, -0.75261], [-0.30044, -2.54470, 0.34953], [-1.99329, -2.16507, 0.81214], [-2.44403, -2.82708, 2.08274], [-2.99034, -2.03635, 3.08725], [-3.40835, -2.61015, 4.28021], [-3.27881, -3.97793, 4.47225], [-2.74568, -4.77309, 3.46481], [-2.33583, -4.20208, 2.27103], [0.59564, -1.99047, 1.82423], [0.82441, -3.08337, 2.83174], [1.60857, -4.18603, 2.50692], [1.82255, -5.18939, 3.43888], [1.26222, -5.09148, 4.70589], [0.48813, -3.98865, 5.03655], [0.26766, -2.98918, 4.10089], [-2.59678, -2.43139, -0.05619], [-2.01790, -1.07881, 0.91412], [-3.11320, -0.96909, 2.92885], [-3.83747, -1.98459, 5.05308], [-3.60612, -4.42888, 5.40009], [-2.65048, -5.84120, 3.60959], [-1.92287, -4.83057, 1.48969], [0.05781, -1.14720, 2.25947], [1.53511, -1.63841, 1.39163], [2.04863, -4.26644, 1.51845], [2.42883, -6.04669, 3.17767], [1.43151, -5.87409, 5.43367], [0.04335, -3.91169, 6.02026], [-0.35975, -2.14065, 4.35100]],
  "forces_ev_per_a": [[0.11, 0.47, -0.16], [-0.06, 0.05, -0.12], [0.00, 0.01, 0.04], [0.03, -0.02, -0.04], [-0.03, -0.02, 0.07], [0.08, -0.10, -0.08], [-0.05, 0.06, 0.08], [0.01, 0.08, -0.10], [0.00, -0.19, 0.26], [-0.03, -0.01, -0.08], [0.03, 0.00, 0.10], [-0.06, 0.00, -0.01], [0.01, -0.02, -0.06], [0.12, 0.02, 0.05], [0.04, -0.02, 0.06], [0.03, -0.03, -0.07], [-0.04, -0.15, 0.08], [0.32, -0.11, -0.21], [-0.09, 0.08, 0.01], [-0.04, 0.07, 0.12], [0.05, -0.02, -0.01], [-0.02, 0.01, 0.01], [0.06, 0.01, 0.00], [-0.09, -0.06, -0.08], [0.08, 0.06, 0.04], [0.01, -0.01, -0.01], [0.00, 0.01, -0.02], [-0.01, -0.01, -0.01], [-0.01, -0.06, 0.01], [-0.01, 0.00, 0.00], [0.00, 0.01, -0.01], [-0.01, 0.01, 0.00], [-0.01, 0.04, -0.01], [-0.01, 0.00, -0.02], [-0.01, -0.01, 0.00], [-0.01, 0.01, 0.01], [-0.01, -0.01, 0.00], [-0.09, 0.00, 0.11], [0.44, 0.49, 0.08], [-0.10, 0.04, -0.20], [0.07, -0.11, 0.06], [0.31, -0.46, -0.30], [-0.63, -0.01, -0.08], [0.02, -0.02, 0.05], [-0.03, 0.00, 0.07], [0.09, 0.04, 0.01], [-0.08, -0.12, 0.02], [0.09, 0.07, -0.12], [0.05, -0.01, -0.02], [-0.05, 0.02, 0.03], [-0.05, -0.01, 0.04], [0.00, 0.01, 0.04], [-0.14, 0.01, 0.01], [0.02, 0.02, -0.03], [0.02, -0.01, 0.02], [0.00, 0.00, -0.02], [0.03, 0.06, -0.02], [-0.05, 0.08, 0.06], [-0.01, 0.00, 0.01], [-0.01, 0.00, 0.00], [-0.01, -0.01, 0.01], [0.07, -0.06, -0.04], [-0.06, -0.05, -0.11], [0.35, -0.07, 0.06], [-0.10, -0.07, 0.04], [-0.25, 0.24, 0.17], [0.02, -0.01, -0.01], [0.02, 0.02, 0.00], [0.01, -0.01, -0.01], [0.00, 0.01, 0.04], [0.00, -0.02, -0.01], [-0.06, -0.01, -0.04], [-0.02, -0.01, 0.06], [-0.04, 0.03, 0.05], [0.00, 0.04, -0.03], [0.03, -0.02, -0.07], [0.19, 0.01, -0.29], [0.00, 0.01, 0.06], [-0.13, 0.11, -0.03], [-0.33, -0.11, 0.20], [-0.25, -0.17, 0.33], [0.10, -0.12, -0.25], [0.05, -0.02, 0.06], [-0.01, 0.03, -0.02], [0.04, 0.07, 0.07], [0.02, -0.02, -0.02], [-0.01, 0.00, -0.01], [-0.01, 0.01, 0.01], [0.01, -0.01, -0.01], [-0.01, 0.09, 0.03], [0.02, 0.02, -0.03], [-0.03, -0.03, -0.02], [0.00, 0.01, 0.01], [0.00, 0.00, -0.01], [0.00, -0.01, 0.00], [0.01, 0.02, 0.02], [0.04, -0.03, 0.03], [0.02, -0.06, 0.03], [0.01, -0.03, -0.01], [0.00, -0.02, -0.01], [0.01, 0.00, 0.00], [0.00, 0.00, 0.00], [-0.01, 0.01, 0.00], [0.02, -0.02, 0.01], [0.03, 0.00, 0.05], [0.00, 0.01, 0.01], [0.00, 0.00, 0.00], [-0.01, 0.00, 0.00], [0.01, 0.01, 0.00], [0.00, -0.01, 0.00]],
  "lowdin_charge": [1.019, 1.091, -0.390, -0.169, -0.122, -0.493, -0.166, -0.044, 0.075, -0.154, -0.119, 0.004, 0.003, -0.115, 0.077, -0.163, -0.061, 0.063, -0.154, -0.483, -0.110, -0.165, -0.393, 1.075, 0.070, 0.075, 0.108, 0.113, 0.081, 0.125, 0.125, 0.131, 0.102, 0.113, 0.109, 0.074, 0.134, -0.163, 0.408, -0.152, -0.154, -0.140, -0.364, -0.117, -0.079, -0.095, -0.074, -0.062, 0.064, 0.005, 0.018, 0.043, 0.027, 0.035, 0.043, 0.037, 0.025, 0.068, 0.112, 0.104, 0.111, 0.065, -0.228, 0.935, -0.247, -0.617, 0.069, 0.063, 0.053, 0.075, 0.067, 0.035, 0.135, -0.661, 0.165, 0.135, 0.524, -0.312, -0.258, -0.409, -0.594, 1.059, -0.283, -0.262, -0.032, -0.062, -0.075, -0.067, -0.042, -0.255, -0.277, -0.048, -0.067, -0.073, -0.068, -0.049, 0.098, 0.058, 0.100, 0.109, 0.108, 0.111, 0.119, 0.084, 0.101, 0.116, 0.108, 0.108, 0.110, 0.110]
}



Here are the calculated ΔE to the lowest compared entry with this formula, charge and spin numbers, same order: 18.70; 0.00 (kJ/mol).
Here are the calculated E numbers, same order: -3627.16989; -5073.36075 (Eh).